1.
The following is a quantum chemistry calculation of one molecule with the formula C4H7NS in a non-equilibrium geometry, from OMol25.

```
13
Properties=species:S:1:pos:R:3:forces:R:3:nbo_charge:R:1
C 0.156 1.403 -0.022 -1.5 -1.0 0.1 -0.484
S 1.555 0.096 -0.066 0.1 0.5 0.0 0.149
C 0.420 -1.357 0.139 -0.3 -3.2 0.5 -0.531
C -0.815 -0.634 -0.445 0.5 -0.4 -2.4 -0.107
N -2.198 -0.137 0.002 0.1 1.0 -0.8 -0.558
C -0.938 0.395 0.521 0.8 3.9 0.6 -0.124
H 0.400 2.206 0.616 0.6 0.6 1.3 0.211
H -0.134 1.938 -0.947 0.4 -1.0 -0.1 0.212
H 0.392 -1.754 1.225 -0.5 1.3 -1.5 0.228
H 0.732 -2.332 -0.364 0.1 1.7 -0.2 0.233
H -0.473 -0.228 -1.526 -1.1 -1.1 2.5 0.195
H -2.647 0.553 -0.720 1.4 -2.1 1.2 0.374
H -0.704 0.203 1.596 -0.6 -0.2 -1.0 0.203
```
Positions in Å, forces in eV/Å.

- Gap between HOMO and LUMO: 9.75 eV
- Total energy: -609.389836 hartree
- ΔE to the lowest compared entry with this formula, charge and spin: 105.8 kcal/mol
- Largest force on an atom: 4.0 eV/Å
- Spin multiplicity: 1
- SMILES: C1SC[C@H]2N[C@H]12

---

2.
The following is a quantum chemistry calculation of C53H42AsIrN5O2S as an isolated structure in a non-equilibrium geometry, from OMol25.

```
105
Properties=species:S:1:pos:R:3:forces:R:3:mulliken_spin:R:1
Ir -0.211 -0.005 -0.790 -0.1 0.0 -1.2 2.344
C 2.136 3.777 0.867 0.1 0.0 -0.2 0.001
O 1.531 2.968 1.915 0.0 0.0 0.1 0.014
C 0.955 1.949 1.308 0.2 0.0 -0.1 -0.059
N 0.968 1.900 0.033 -0.1 0.1 0.2 0.111
C 1.671 3.121 -0.454 0.0 0.0 0.0 0.026
C 0.817 3.973 -1.370 0.0 -0.1 0.0 -0.003
C 0.045 5.036 -0.918 -0.1 0.0 0.0 0.004
C -0.668 5.816 -1.819 -0.1 0.0 0.1 0.001
C -0.648 5.521 -3.174 0.0 0.0 0.0 0.002
C 0.106 4.446 -3.631 0.0 0.0 0.0 -0.001
C 0.844 3.690 -2.734 0.0 0.0 0.0 0.024
C 0.332 0.895 2.126 0.0 -0.1 0.1 0.078
C 0.324 0.893 3.510 0.1 0.1 0.0 -0.037
C -0.316 -0.152 4.160 0.0 0.0 0.1 0.011
C -0.945 -1.135 3.412 0.0 -0.1 0.1 -0.031
C -0.889 -1.048 2.030 0.0 0.0 0.0 0.011
N -0.239 -0.068 1.408 -0.1 0.1 0.3 -0.002
C -1.682 -1.910 1.137 -0.1 -0.1 -0.1 0.002
N -1.787 -1.704 -0.120 0.0 -0.1 0.0 0.223
C -3.002 -2.464 -0.551 -0.2 0.0 0.1 0.026
C -3.221 -3.426 0.627 0.0 0.0 -0.1 0.003
O -2.446 -2.832 1.702 -0.1 0.1 0.1 0.003
C -3.050 -3.099 -1.919 0.1 -0.1 0.0 0.004
C -2.577 -2.425 -3.037 0.0 0.0 0.0 0.084
C -2.812 -2.912 -4.312 0.1 -0.1 0.0 0.002
C -3.520 -4.093 -4.487 0.1 0.0 0.0 0.002
C -3.981 -4.783 -3.377 0.0 0.0 0.0 0.000
C -3.754 -4.286 -2.100 0.0 0.0 0.1 0.001
H 3.213 3.732 1.001 0.0 -0.1 0.0 0.000
H 1.811 4.803 0.989 -0.1 0.0 0.1 0.001
H 2.533 2.795 -1.035 0.0 -0.1 0.0 0.001
H -0.014 5.280 0.137 0.0 0.0 0.0 0.000
H -1.242 6.661 -1.458 0.0 -0.1 0.0 0.000
H -1.205 6.133 -3.873 0.0 0.0 0.0 0.000
H 0.139 4.212 -4.688 0.0 0.0 0.0 0.001
H 1.474 2.884 -3.099 0.0 0.0 0.0 -0.018
H 0.810 1.692 4.052 0.0 0.0 0.0 0.000
H -0.342 -0.186 5.240 0.0 0.0 0.0 0.001
H -1.491 -1.942 3.881 0.0 0.0 0.0 -0.001
H -3.809 -1.721 -0.556 0.1 0.1 0.1 0.003
H -2.839 -4.427 0.434 0.1 0.0 0.1 0.001
H -4.251 -3.480 0.961 0.0 0.0 0.0 0.000
H -2.039 -1.501 -2.910 0.1 0.1 0.0 -0.017
H -2.434 -2.371 -5.172 0.0 0.0 0.0 0.001
H -3.709 -4.476 -5.482 0.0 0.0 0.0 0.000
H -4.536 -5.704 -3.500 0.0 0.0 0.0 0.000
H -4.164 -4.821 -1.250 0.0 0.0 -0.1 0.000
C -3.997 3.956 1.759 0.0 -0.1 0.0 0.045
C -3.512 2.721 2.178 -0.1 0.2 0.1 -0.024
C -2.968 1.845 1.261 0.2 -0.2 -0.2 0.018
C -2.878 2.204 -0.088 -0.9 0.3 0.7 0.046
C -3.399 3.437 -0.509 0.2 -0.2 -0.2 0.040
C -3.950 4.301 0.412 0.0 0.1 0.2 -0.017
N -2.284 1.313 -0.983 0.5 -0.3 -0.7 0.259
N -2.549 1.509 -2.191 -0.5 0.9 0.6 -0.085
C -1.673 1.028 -3.117 1.1 -1.0 -0.8 0.000
C -2.045 1.129 -4.465 -0.3 0.1 0.6 -0.055
C -1.148 0.781 -5.444 0.5 -0.2 -0.2 0.151
C 0.153 0.339 -5.109 -0.3 0.1 -0.2 -0.010
C 0.520 0.203 -3.796 0.0 0.0 0.0 -0.035
C -0.377 0.480 -2.737 -0.5 0.4 0.3 0.424
H -4.435 4.635 2.479 0.0 0.0 0.0 0.002
H -3.580 2.436 3.220 0.0 0.0 0.0 0.000
H -2.664 0.853 1.570 0.1 0.0 0.0 0.017
H -3.356 3.688 -1.559 0.1 0.1 0.0 0.002
H -4.350 5.253 0.087 0.0 0.0 0.0 0.000
H -3.034 1.499 -4.709 0.1 0.0 0.0 0.005
H -1.428 0.875 -6.486 0.0 0.0 0.0 -0.012
H 0.866 0.119 -5.895 -0.1 0.0 0.0 0.003
H 1.527 -0.123 -3.565 0.0 0.0 0.0 0.001
S 2.458 -1.549 1.488 -0.1 0.0 0.0 0.689
C 2.468 -3.185 1.016 -0.1 0.2 -0.1 -0.024
C 2.956 -4.141 1.935 0.0 0.0 -0.1 0.143
C 3.128 -5.452 1.553 0.0 -0.1 0.1 -0.050
C 2.848 -5.818 0.244 0.0 0.0 0.0 0.160
C 2.341 -4.892 -0.671 -0.2 0.1 0.0 -0.051
C 2.099 -3.581 -0.306 0.2 0.1 0.3 0.167
As 1.505 -2.157 -1.556 0.3 -0.4 0.3 0.241
C 3.267 -1.389 -1.861 -0.1 0.1 0.0 0.064
C 3.527 -0.078 -1.474 0.0 -0.1 -0.1 -0.039
C 4.811 0.438 -1.576 0.0 0.0 0.0 -0.001
C 5.837 -0.356 -2.070 0.0 0.0 0.0 -0.003
C 5.580 -1.662 -2.463 0.0 0.0 0.0 0.002
C 4.298 -2.183 -2.355 0.0 0.0 0.1 -0.004
C 1.242 -3.204 -3.180 0.0 0.0 0.1 0.035
C 1.887 -2.874 -4.369 0.0 0.0 0.0 -0.006
C 1.753 -3.687 -5.486 0.0 0.0 0.0 -0.004
C 0.979 -4.837 -5.421 0.0 0.0 0.0 0.008
C 0.321 -5.164 -4.243 -0.1 0.0 0.0 -0.004
C 0.438 -4.341 -3.133 -0.1 0.1 0.0 -0.001
H 3.220 -3.809 2.931 0.0 0.0 0.0 -0.003
H 3.503 -6.182 2.259 0.0 0.0 0.0 0.001
H 3.029 -6.834 -0.080 0.0 0.0 0.0 0.005
H 2.150 -5.230 -1.675 0.0 0.0 -0.2 0.016
H 2.719 0.528 -1.085 0.0 0.0 0.1 0.059
H 5.019 1.454 -1.261 0.0 0.0 0.0 0.001
H 6.841 0.043 -2.145 0.0 0.0 0.0 0.000
H 6.381 -2.282 -2.846 0.0 0.0 0.0 0.000
H 4.106 -3.209 -2.643 0.0 0.0 0.0 0.003
H 2.522 -1.998 -4.423 0.0 0.0 0.0 0.002
H 2.268 -3.432 -6.403 0.0 0.0 0.0 0.000
H 0.888 -5.478 -6.289 0.0 0.0 0.0 0.000
H -0.289 -6.056 -4.190 0.0 0.0 0.0 0.000
H -0.102 -4.588 -2.228 0.0 -0.1 0.0 0.003
```
Positions in Å, forces in eV/Å.

- Total charge: +2
- Gap between HOMO and LUMO (alpha / beta): 5.77 / 5.19 eV
- Total energy: -5206.762754 hartree
- ΔE to the lowest compared entry with this formula, charge and spin: 41.0 kcal/mol
- Largest force on an atom: 1.7 eV/Å
- Spin multiplicity: 6
- <S²>: 8.85

---

3.
The following is a quantum chemistry calculation of C26H26BCoF9O3S4 as an isolated structure, from OMol25.

```
70
Properties=species:S:1:pos:R:3:forces:R:3:nbo_charge:R:1
Co 0.642 -1.393 0.171 0.0 0.0 -0.1 1.305
F 5.291 2.836 2.922 0.0 0.0 0.0 -0.290
C 4.517 1.765 2.737 0.0 0.0 0.0 0.273
C 3.388 1.576 3.509 0.0 0.0 0.0 0.246
F 3.068 2.469 4.452 0.0 0.0 0.0 -0.296
C 2.580 0.475 3.284 0.0 0.0 0.0 0.373
F 1.473 0.377 4.032 0.0 0.0 0.0 -0.315
C 2.855 -0.477 2.309 0.0 0.0 0.0 -0.290
S 1.809 -1.867 2.040 0.0 0.0 0.0 -0.321
C 4.020 -0.271 1.571 0.0 0.0 0.0 0.333
F 4.385 -1.138 0.629 0.0 0.0 0.0 -0.292
C 4.831 0.834 1.762 0.0 0.0 0.0 0.252
F 5.922 1.013 1.008 0.0 0.0 0.0 -0.293
O 1.969 -0.043 -0.506 0.0 0.0 0.1 -1.024
S 2.444 1.304 -0.956 0.0 0.0 0.0 1.321
C 1.315 1.794 -2.288 0.0 0.0 0.0 -0.589
C -0.153 1.641 -1.913 0.0 0.0 0.0 -0.438
C -1.010 1.003 -3.019 0.1 0.0 0.0 -0.403
C -2.139 0.180 -2.413 0.0 0.0 0.0 -0.589
S -1.592 -1.495 -1.936 0.0 -0.1 0.0 1.297
O -0.093 -1.361 -1.697 0.0 0.0 0.0 -1.030
C -1.685 -2.258 -3.540 0.0 0.0 0.0 -0.159
C -0.532 -2.492 -4.267 0.0 0.0 0.0 -0.222
C -0.639 -3.100 -5.510 0.0 0.0 0.0 -0.201
C -1.882 -3.470 -6.002 0.0 0.0 0.0 -0.200
C -3.029 -3.247 -5.250 0.0 0.0 0.0 -0.189
C -2.933 -2.645 -4.006 0.0 0.0 0.0 -0.243
C 1.988 2.496 0.287 0.0 0.0 0.0 -0.306
C 0.963 2.251 1.188 0.0 0.0 0.0 -0.156
C 0.683 3.210 2.151 0.0 0.0 0.0 -0.215
C 1.424 4.382 2.214 0.0 0.0 0.0 -0.192
C 2.460 4.606 1.317 0.0 0.0 0.0 -0.196
C 2.752 3.654 0.352 0.0 0.0 0.0 -0.215
H 1.595 1.118 -3.099 0.0 0.0 0.0 0.237
H 1.609 2.806 -2.574 0.0 0.0 0.0 0.235
H -0.571 2.606 -1.622 0.0 0.0 0.0 0.216
H -0.221 0.999 -1.036 0.0 0.0 0.0 0.245
H -0.394 0.355 -3.647 0.0 0.0 0.0 0.218
H -1.429 1.764 -3.680 0.0 0.0 0.0 0.219
H -2.983 0.021 -3.085 0.0 0.0 0.0 0.239
H -2.506 0.635 -1.491 0.0 0.0 0.0 0.231
H 0.427 -2.222 -3.846 0.0 0.0 0.0 0.245
H 0.253 -3.296 -6.090 0.0 0.0 0.0 0.221
H -1.959 -3.949 -6.969 0.0 0.0 0.0 0.219
H -3.995 -3.560 -5.624 0.0 0.0 0.0 0.219
H -3.816 -2.499 -3.394 0.0 0.0 0.0 0.224
H 0.406 1.322 1.158 0.0 0.0 0.0 0.249
H -0.102 3.027 2.873 0.0 0.0 0.0 0.218
H 1.210 5.113 2.982 0.0 0.0 0.0 0.222
H 3.055 5.506 1.383 0.0 0.0 0.0 0.224
H 3.581 3.801 -0.331 0.0 0.0 0.0 0.227
O -1.091 -0.220 0.774 0.0 0.0 0.0 -1.074
S -2.323 -0.873 1.409 0.0 0.0 0.0 1.251
C -3.113 0.521 2.286 0.0 0.0 0.0 -0.594
C -3.116 0.201 3.778 0.0 0.0 0.0 -0.410
C -1.837 -0.590 4.032 0.0 0.0 0.0 -0.419
C -1.805 -1.660 2.954 0.0 0.0 0.0 -0.603
H -4.101 0.696 1.862 0.0 0.0 0.0 0.235
H -2.465 1.366 2.048 0.0 0.0 0.0 0.240
H -3.988 -0.407 4.030 0.0 0.0 0.0 0.208
H -3.172 1.116 4.368 0.0 0.0 0.0 0.225
H -1.810 -1.036 5.026 0.0 0.0 0.0 0.232
H -0.961 0.054 3.933 0.0 0.0 0.0 0.225
H -2.532 -2.459 3.121 0.0 0.0 0.0 0.246
H -0.830 -2.105 2.772 0.0 0.0 0.0 0.296
F -0.474 -2.999 0.621 0.0 0.0 0.0 -0.612
B -1.250 -4.220 0.197 0.0 0.0 0.0 1.372
F -2.520 -4.024 0.720 0.0 0.0 0.0 -0.562
F -0.609 -5.304 0.725 0.0 0.0 0.0 -0.539
F -1.256 -4.215 -1.193 0.0 0.0 0.0 -0.563
```
Positions in Å, forces in eV/Å.

- Gap between HOMO and LUMO (alpha / beta): 8.10 / 8.29 eV
- Total energy: -5131.433520 hartree
- ΔE to the lowest compared entry with this formula, charge and spin: 5.8 kcal/mol
- Largest force on an atom: 0.1 eV/Å
- Spin multiplicity: 2
- <S²>: 1.18